[1]
Computed, not measured: a 2-piece molecular cluster, C6H6N2OS overall at a distorted geometry, with ωB97M-V with the def2-TZVPD basis set.

Bonds (Å) are listed after each position.
Cartesian coordinates (Å):
1 C 1.23 2.27 -0.04  C6 1.407, N7 1.154
2 C -1.45 1.14 0.80  C4 1.493, S10 1.813, H11 1.063, H13 1.054
3 C -2.40 -0.53 -0.73  N8 1.269, S10 1.800, H12 1.062
4 C -0.72 0.86 -0.48  C2 1.493, C6 1.342, N8 1.362
5 C 1.34 -1.66 -0.01  O9 1.174, H14 1.073, H15 1.160
6 C 0.43 1.43 -0.85  C1 1.407, C4 1.342, H16 1.018
7 N 1.75 3.07 0.60  C1 1.154
8 N -1.39 0.00 -1.29  C3 1.269, C4 1.362
9 O 0.67 -1.20 0.83  C5 1.174
10 S -2.82 -0.03 0.94  C2 1.813, C3 1.800
11 H -1.68 2.17 0.90  C2 1.063
12 H -3.01 -1.18 -1.32  C3 1.062
13 H -0.89 0.94 1.67  C2 1.054
14 H 1.53 -2.71 -0.12  C5 1.073
15 H 1.62 -0.90 -0.84  C5 1.160
16 H 0.54 1.16 -1.82  C6 1.018

Computed properties:
Energy relative to the best compared isomer or geometry (same formula, charge and spin) (kJ/mol): 184.59
SMILES: N#C/C=C1\CSC=N1.C=O
Net charge: 0

=====

[2]
Computed, not measured: a 13-piece molecular cluster, C49H130Cl2N20O12P4 overall at a distorted geometry, with ωB97M-V with the def2-TZVPD basis set.

Bonds (Å) are listed after each position.
Cartesian coordinates (Å):
1 O -0.97 -2.30 2.82  P2 1.482
2 P -2.12 -2.33 3.75  O1 1.482, N3 1.631, N6 1.618, N9 1.642
3 N -1.80 -2.36 5.35  P2 1.631, C4 1.487, C5 1.448
4 C -1.21 -3.53 6.05  N3 1.487, H12 1.109, H13 1.046, H14 1.078
5 C -1.44 -1.20 6.15  N3 1.448, H15 1.083, H16 1.056, H17 1.101
6 N -2.99 -3.67 3.50  P2 1.618, C7 1.454, C8 1.464
7 C -2.90 -4.21 2.16  N6 1.454, H18 1.077, H19 1.124, H20 1.104
8 C -4.17 -4.07 4.27  N6 1.464, H21 1.147, H22 1.076, H23 1.122
9 N -2.94 -0.92 3.55  P2 1.642, C10 1.547, C11 1.414
10 C -2.35 0.19 2.64  N9 1.547, H24 1.068, H25 1.077, H26 1.083
11 C -4.14 -0.69 4.25  N9 1.414, H27 1.114, H28 1.088, H29 1.081
12 H -1.63 -3.64 7.07  C4 1.109
13 H -0.18 -3.37 6.19  C4 1.046
14 H -1.36 -4.46 5.52  C4 1.078
15 H -1.76 -0.25 5.74  C5 1.083
16 H -0.41 -1.15 6.36  C5 1.056
17 H -1.91 -1.36 7.13  C5 1.101
18 H -3.71 -3.81 1.57  C7 1.077
19 H -1.95 -3.85 1.67  C7 1.124
20 H -2.84 -5.31 2.09  C7 1.104
21 H -5.10 -3.71 3.70  C8 1.147
22 H -4.10 -5.13 4.40  C8 1.076
23 H -4.20 -3.47 5.22  C8 1.122
24 H -3.09 0.31 1.87  C10 1.068
25 H -2.05 1.09 3.15  C10 1.077
26 H -1.50 -0.32 2.20  C10 1.083
27 H -5.05 -0.98 3.69  C11 1.114
28 H -4.32 0.34 4.55  C11 1.088
29 H -4.19 -1.11 5.24  C11 1.081
30 O 2.18 4.23 4.30  P31 1.504
31 P 3.26 4.79 3.42  O30 1.504, N32 1.690, N35 1.770, N38 1.610
32 N 4.62 4.76 4.42  P31 1.690, C33 1.444, C34 1.444
33 C 4.34 5.23 5.76  N32 1.444, H41 1.062, H42 1.106, H43 1.107
34 C 5.99 5.00 4.02  N32 1.444, H44 1.063, H45 1.121, H46 1.125
35 N 2.90 6.41 2.80  P31 1.770, C36 1.451, C37 1.493
36 C 1.78 7.14 3.36  N35 1.451, H47 1.049, H48 1.073, H49 1.124
37 C 4.01 7.37 2.54  N35 1.493, H50 1.077, H51 1.138, H52 1.036
38 N 3.73 3.95 2.13  P31 1.610, C39 1.456, C40 1.503
39 C 3.54 4.40 0.76  N38 1.456, H53 1.068, H54 1.060, H55 1.086
40 C 4.36 2.59 2.29  N38 1.503, H56 1.103, H57 1.062, H58 1.085
41 H 4.62 6.24 5.95  C33 1.062
42 H 4.82 4.56 6.49  C33 1.106
43 H 3.29 5.07 6.07  C33 1.107
44 H 6.21 4.74 3.02  C34 1.063
45 H 6.69 4.27 4.50  C34 1.121
46 H 6.48 6.02 4.06  C34 1.125
47 H 1.27 7.67 2.62  C36 1.049
48 H 1.05 6.45 3.75  C36 1.073
49 H 2.06 7.86 4.18  C36 1.124
50 H 4.89 7.05 2.01  C37 1.077
51 H 3.56 8.09 1.78  C37 1.138
52 H 4.24 7.89 3.41  C37 1.036
53 H 2.95 3.69 0.21  C39 1.068
54 H 3.04 5.33 0.72  C39 1.060
55 H 4.52 4.41 0.30  C39 1.086
56 H 4.48 2.49 3.38  C40 1.103
57 H 5.32 2.62 1.84  C40 1.062
58 H 3.76 1.84 1.80  C40 1.085
59 O 5.83 -4.21 -2.73  P60 1.460
60 P 4.90 -4.41 -3.84  O59 1.460, N61 1.610, N64 1.653, N67 1.676
61 N 5.32 -5.53 -4.91  P60 1.610, C62 1.466, C63 1.423
62 C 6.52 -6.34 -4.65  N61 1.466, H70 1.065, H71 1.013, H72 1.167
63 C 4.88 -5.41 -6.26  N61 1.423, H73 1.096, H74 1.084, H75 1.080
64 N 4.78 -3.02 -4.73  P60 1.653, C65 1.457, C66 1.434
65 C 3.56 -2.56 -5.38  N64 1.457, H76 1.072, H77 1.100, H78 1.081
66 C 5.98 -2.27 -4.96  N64 1.434, H79 1.099, H80 1.087, H81 1.079
67 N 3.39 -4.80 -3.23  P60 1.676, C68 1.432, C69 1.493
68 C 2.84 -4.02 -2.17  N67 1.432, H82 1.115, H83 1.053, H84 1.098
69 C 2.60 -6.02 -3.55  N67 1.493, H85 1.101, H86 1.112, H87 1.052
70 H 6.41 -7.38 -4.80  C62 1.065
71 H 6.84 -6.02 -3.74  C62 1.013
72 H 7.25 -5.91 -5.44  C62 1.167
73 H 4.93 -6.33 -6.85  C63 1.096
74 H 5.56 -4.74 -6.78  C63 1.084
75 H 3.89 -5.00 -6.35  C63 1.080
76 H 2.75 -3.16 -5.00  C65 1.072
77 H 3.35 -1.49 -5.26  C65 1.100
78 H 3.59 -2.81 -6.43  C65 1.081
79 H 6.26 -2.42 -6.01  C66 1.099
80 H 5.91 -1.20 -4.77  C66 1.087
81 H 6.67 -2.61 -4.20  C66 1.079
82 H 3.62 -3.36 -1.73  C68 1.115
83 H 2.04 -3.42 -2.50  C68 1.053
84 H 2.47 -4.66 -1.36  C68 1.098
85 H 1.67 -5.79 -4.10  C69 1.101
86 H 2.43 -6.54 -2.58  C69 1.112
87 H 3.23 -6.66 -4.09  C69 1.052
88 O -4.45 0.22 -0.56  P89 1.433
89 P -4.95 -0.71 -1.53  O88 1.433, N90 1.653, N93 1.626, N96 1.640
90 N -4.19 -2.16 -1.31  P89 1.653, C91 1.438, C92 1.450
91 C -2.81 -2.27 -0.94  N90 1.438, H99 1.133, H100 1.100, H101 1.078
92 C -4.74 -3.40 -1.83  N90 1.450, H102 1.062, H103 1.084, H104 1.117
93 N -4.66 -0.10 -3.01  P89 1.626, C94 1.478, C95 1.440
94 C -4.26 -1.00 -4.11  N93 1.478, H105 1.110, H106 1.050, H107 1.097
95 C -4.59 1.31 -3.27  N93 1.440, H108 1.095, H109 1.104, H110 1.101
96 N -6.55 -1.07 -1.43  P89 1.640, C97 1.463, C98 1.502
97 C -7.13 -1.55 -0.18  N96 1.463, H111 1.063, H112 1.141, H113 1.082
98 C -7.50 -0.66 -2.52  N96 1.502, H114 1.077, H115 1.091, H116 1.124
99 H -2.51 -1.49 -0.17  C91 1.133
100 H -2.06 -2.19 -1.75  C91 1.100
101 H -2.72 -3.27 -0.55  C91 1.078
102 H -5.71 -3.29 -2.25  C92 1.062
103 H -4.79 -4.16 -1.05  C92 1.084
104 H -4.16 -3.81 -2.68  C92 1.117
105 H -4.95 -1.17 -4.97  C94 1.110
106 H -3.32 -0.73 -4.50  C94 1.050
107 H -4.14 -1.99 -3.67  C94 1.097
108 H -3.66 1.68 -3.72  C95 1.095
109 H -5.38 1.49 -4.02  C95 1.104
110 H -4.90 1.79 -2.33  C95 1.101
111 H -7.64 -0.75 0.30  C97 1.063
112 H -7.91 -2.33 -0.47  C97 1.141
113 H -6.39 -2.07 0.42  C97 1.082
114 H -7.97 -1.52 -2.95  C98 1.077
115 H -6.92 -0.05 -3.21  C98 1.091
116 H -8.29 -0.04 -2.02  C98 1.124
117 C -0.41 2.67 6.01  C118 1.537, H122 1.078, H123 1.147, H124 1.092
118 C 0.71 1.78 6.58  C117 1.537, O119 1.234, N120 1.341
119 O 0.51 0.77 7.27  C118 1.234
120 N 1.96 2.12 6.25  C118 1.341, C121 1.484, H125 1.017
121 C 3.24 1.56 6.76  N120 1.484, H126 1.073, H127 1.074, H128 1.095
122 H 0.04 3.43 5.39  C117 1.078
123 H -0.98 3.13 6.89  C117 1.147
124 H -1.15 1.99 5.59  C117 1.092
125 H 2.04 2.85 5.55  N120 1.017
126 H 3.79 2.20 7.42  C121 1.073
127 H 3.91 1.32 5.95  C121 1.074
128 H 3.17 0.69 7.41  C121 1.095
129 C -0.85 -7.83 -4.68  C130 1.554, H134 1.086, H135 1.100, H136 1.083
130 C -1.47 -6.60 -3.97  C129 1.554, O131 1.243, N132 1.325
131 O -2.50 -6.08 -4.42  C130 1.243
132 N -0.96 -6.20 -2.81  C130 1.325, C133 1.445, H137 0.973
133 C -1.48 -5.03 -2.13  N132 1.445, H138 1.102, H139 1.056, H140 1.104
134 H -0.62 -7.55 -5.71  C129 1.086
135 H -1.63 -8.59 -4.80  C129 1.100
136 H 0.09 -8.26 -4.36  C129 1.083
137 H -0.24 -6.75 -2.46  N132 0.973
138 H -0.65 -4.63 -1.53  C133 1.102
139 H -2.39 -5.09 -1.59  C133 1.056
140 H -1.66 -4.25 -2.89  C133 1.104
141 C 4.03 -0.50 -1.87  C142 1.509, H146 1.055, H147 1.079, H148 1.080
142 C 3.96 0.74 -2.74  C141 1.509, O143 1.221, N144 1.383
143 O 4.73 1.04 -3.63  C142 1.221
144 N 2.95 1.60 -2.33  C142 1.383, C145 1.502, H149 0.977
145 C 2.84 3.01 -2.83  N144 1.502, H150 1.061, H151 1.097, H152 1.099
146 H 4.68 -1.24 -2.24  C141 1.055
147 H 3.09 -1.02 -1.86  C141 1.079
148 H 4.22 -0.22 -0.84  C141 1.080
149 H 2.35 1.35 -1.61  N144 0.977
150 H 3.43 3.22 -3.69  C145 1.061
151 H 3.11 3.72 -2.04  C145 1.097
152 H 1.79 3.17 -3.13  C145 1.099
153 C -2.55 4.88 -2.76  C154 1.542, H158 1.069, H159 1.054, H160 1.066
154 C -1.91 3.47 -2.83  C153 1.542, O155 1.259, N156 1.361
155 O -1.31 2.92 -3.79  C154 1.259
156 N -1.97 2.79 -1.66  C154 1.361, C157 1.477, H161 1.011
157 C -1.19 1.55 -1.47  N156 1.477, H162 1.115, H163 1.131, H164 1.097
158 H -2.68 5.25 -3.76  C153 1.069
159 H -1.87 5.49 -2.24  C153 1.054
160 H -3.52 4.92 -2.32  C153 1.066
161 H -2.16 3.33 -0.82  N156 1.011
162 H -0.86 1.09 -2.43  C157 1.115
163 H -1.81 0.68 -1.10  C157 1.131
164 H -0.30 1.58 -0.82  C157 1.097
165 C -1.30 -2.54 -5.58  C166 1.488, H170 1.085, H171 1.142, H172 1.155
166 C -0.48 -1.78 -4.59  C165 1.488, O167 1.223, N168 1.363
167 O -0.44 -2.15 -3.43  C166 1.223
168 N 0.03 -0.61 -5.06  C166 1.363, C169 1.422, H173 0.976
169 C 0.67 0.33 -4.20  N168 1.422, H174 1.107, H175 1.097, H176 1.059
170 H -0.86 -3.50 -5.84  C165 1.085
171 H -1.51 -1.98 -6.55  C165 1.142
172 H -2.28 -2.80 -5.02  C165 1.155
173 H 0.00 -0.44 -6.03  N168 0.976
174 H 0.23 1.34 -4.17  C169 1.107
175 H 1.74 0.37 -4.42  C169 1.097
176 H 0.65 -0.12 -3.24  C169 1.059
177 C -1.08 7.53 -1.02  C178 1.541, H182 1.103, H183 1.116, H184 1.117
178 C -0.08 6.60 -0.31  C177 1.541, O179 1.198, N180 1.347
179 O 1.08 6.85 -0.50  C178 1.198
180 N -0.62 5.64 0.47  C178 1.347, C181 1.447, H185 1.000
181 C 0.18 4.52 0.93  N180 1.447, H186 1.131, H187 1.079, H188 1.083
182 H -0.67 7.52 -2.05  C177 1.103
183 H -0.85 8.52 -0.56  C177 1.116
184 H -2.17 7.31 -1.09  C177 1.117
185 H -1.60 5.51 0.35  N180 1.000
186 H -0.28 4.02 1.84  C181 1.131
187 H 1.16 4.89 1.19  C181 1.079
188 H 0.22 3.70 0.23  C181 1.083
189 C 1.00 0.80 2.73  C190 1.541, H194 1.151, H195 1.095, H196 1.079
190 C 1.16 0.20 1.32  C189 1.541, O191 1.211, N192 1.323
191 O 1.85 0.82 0.54  C190 1.211
192 N 0.59 -0.95 1.00  C190 1.323, C193 1.443, H197 0.979
193 C 0.75 -1.61 -0.27  N192 1.443, H198 1.090, H199 1.061, H200 1.112
194 H 0.50 0.03 3.42  C189 1.151
195 H 0.32 1.66 2.67  C189 1.095
196 H 1.93 1.16 3.13  C189 1.079
197 H 0.06 -1.39 1.71  N192 0.979
198 H 1.81 -1.80 -0.47  C193 1.090
199 H 0.38 -1.07 -1.11  C193 1.061
200 H 0.37 -2.65 -0.22  C193 1.112
201 C -5.41 3.32 0.30  C202 1.491, H206 1.113, H207 1.090, H208 1.048
202 C -4.22 3.69 1.12  C201 1.491, O203 1.217, N204 1.354
203 O -3.21 4.15 0.62  C202 1.217
204 N -4.27 3.43 2.44  C202 1.354, C205 1.410, H209 0.998
205 C -3.21 3.77 3.32  N204 1.410, H210 1.079, H211 1.074, H212 1.107
206 H -6.42 3.40 0.76  C201 1.113
207 H -5.34 2.27 0.02  C201 1.090
208 H -5.46 3.85 -0.60  C201 1.048
209 H -5.12 3.08 2.83  N204 0.998
210 H -3.70 3.94 4.27  C205 1.079
211 H -2.86 4.71 2.94  C205 1.074
212 H -2.37 3.05 3.38  C205 1.107
213 C 1.92 -4.02 3.28  Cl214 1.822, Cl215 1.734, H216 1.102, H217 1.069
214 Cl 2.84 -3.97 4.85  C213 1.822
215 Cl 1.73 -5.61 2.61  C213 1.734
216 H 0.89 -3.66 3.40  C213 1.102
217 H 2.47 -3.30 2.72  C213 1.069

Computed properties:
Net charge: 0

=====

[3]
Computed, not measured: a 2-piece molecular cluster, C3H9Cl2N2 overall at a distorted geometry, with ωB97M-V with the def2-TZVPD basis set.

Bonds (Å) are listed after each position.
Cartesian coordinates (Å):
1 C 1.34 -0.22 0.01  C2 1.524, N5 1.502, H8 1.022, H9 1.158
2 C 0.20 0.73 -0.35  C1 1.524, N4 1.290, H10 1.086
3 C -2.65 -1.36 -0.57  Cl6 1.816, Cl7 1.807, H11 1.120, H16 1.044
4 N 0.12 1.77 0.41  C2 1.290, H12 1.024, H13 1.134
5 N 2.24 0.44 1.02  C1 1.502, H14 1.020, H15 1.056
6 Cl -1.50 -1.89 -1.87  C3 1.816
7 Cl -1.64 -0.74 0.81  C3 1.807
8 H 0.99 -1.03 0.52  C1 1.022
9 H 1.78 -0.37 -1.05  C1 1.158
10 H -0.51 0.54 -1.15  C2 1.086
11 H -3.35 -0.65 -1.08  C3 1.120
12 H -0.45 2.53 0.03  N4 1.024
13 H 1.04 1.75 1.07  N4 1.134
14 H 3.07 0.82 0.58  N5 1.020
15 H 2.61 -0.28 1.71  N5 1.056
16 H -3.27 -2.05 -0.10  C3 1.044

Computed properties:
Energy relative to the best compared isomer or geometry (same formula, charge and spin) (kJ/mol): 33.31
Net charge: +1

=====

[4]
Computed, not measured: a 2-piece molecular cluster, C3H13N3 overall at a distorted geometry, with ωB97M-V with the def2-TZVPD basis set.

Bonds (Å) are listed after each position.
Cartesian coordinates (Å):
1 C 2.85 0.70 0.57  C2 1.542, H4 1.086, H5 1.095, H6 1.095
2 C 1.72 0.50 -0.46  C1 1.542, N3 1.486, H7 1.085, H8 1.106
3 N 2.25 0.39 -1.84  C2 1.486, H9 1.017, H10 1.014
4 H 3.79 0.18 0.38  C1 1.086
5 H 2.47 0.41 1.55  C1 1.095
6 H 3.07 1.77 0.71  C1 1.095
7 H 0.90 1.21 -0.36  C2 1.085
8 H 1.30 -0.48 -0.17  C2 1.106
9 H 1.97 -0.50 -2.24  N3 1.017
10 H 3.24 0.20 -1.74  N3 1.014
11 N -2.64 0.23 -0.64  C12 1.473, H14 1.011, H15 0.997
12 C -2.41 -0.31 0.71  N11 1.473, N13 1.414, H16 1.088, H17 1.104
13 N -3.02 -1.48 1.21  C12 1.414, H18 0.995, H19 1.000
14 H -2.26 -0.25 -1.45  N11 1.011
15 H -2.48 1.21 -0.68  N11 0.997
16 H -2.63 0.51 1.38  C12 1.088
17 H -1.32 -0.50 0.70  C12 1.104
18 H -3.97 -1.39 1.50  N13 0.995
19 H -2.84 -2.41 0.87  N13 1.000

Computed properties:
Energy relative to the best compared isomer or geometry (same formula, charge and spin) (kJ/mol): 82.19
SMILES: CCN.NCN
Net charge: 0

=====

[5]
Computed, not measured: an isolated ion of composition C3H10NS2 and charge +1 at a distorted geometry, with ωB97M-V with the def2-TZVPD basis set.

Bonds (Å) are listed after each position.
Cartesian coordinates (Å):
1 N 0.69 1.14 0.39  C2 1.516, H7 1.024, H8 1.023, H9 1.028
2 C -0.07 0.07 -0.38  N1 1.516, C3 1.513, C4 1.518, H10 1.085
3 C -0.99 0.84 -1.29  C2 1.513, H11 1.092, H12 1.095, H13 1.065
4 C -0.78 -0.85 0.60  C2 1.518, S5 1.826, H14 1.089, H15 1.087
5 S 0.17 -1.62 1.96  C4 1.826, S6 2.079
6 S 2.08 -1.78 1.15  S5 2.079, H16 1.345
7 H 1.41 1.60 -0.16  N1 1.024
8 H 0.10 1.88 0.77  N1 1.023
9 H 1.23 0.79 1.19  N1 1.028
10 H 0.69 -0.50 -0.91  C2 1.085
11 H -1.86 1.29 -0.79  C3 1.092
12 H -0.39 1.60 -1.80  C3 1.095
13 H -1.44 0.36 -2.13  C3 1.065
14 H -1.58 -0.29 1.08  C4 1.089
15 H -1.11 -1.68 -0.03  C4 1.087
16 H 1.86 -2.85 0.36  S6 1.345

Computed properties:
Energy relative to the best compared isomer or geometry (same formula, charge and spin) (kJ/mol): 27.73
SMILES: C[C@@H]([NH3+])CSS
Net charge: +1

=====

Which LUMO level belongs to each record? In order, -0.257, 0.280, -4.113, 0.968, -3.514 eV.
Which frontier orbital gap belongs to each record? In order, 8.56, 8.59, 10.65, 9.81, 9.77 eV.